[1]
{"formula": "C3H5NOS", "method": "ωB97M-V/def2-TZVPD", "e_lumo_ev": -0.2, "multiplicity": 1, "homo_energy_ev": -8.8, "relative_energy_kcal_mol": 12.1, "smiles": "NC(=O)CC=S", "energy_ha": -645.49242, "symbols": ["C", "C", "C", "H", "H", "H", "H", "H", "N", "O", "S"], "positions_angstrom": [[-0.755, 0.261, 0.404], [0.589, -0.395, 0.080], [0.516, -1.207, -1.176], [-1.528, 1.976, 1.158], [0.210, 1.965, 1.047], [0.788, -1.089, 0.909], [1.426, 0.315, 0.013], [-0.456, -1.688, -1.325], [-0.674, 1.495, 0.972], [-1.809, -0.298, 0.183], [1.693, -1.336, -2.265]], "forces_ev_per_a": [[0.0, 0.1, -0.1], [0.2, 0.1, 0.0], [-0.2, 0.1, -0.2], [-0.3, 0.3, 0.1], [-0.1, 0.1, 0.0], [0.0, 0.1, -0.1], [-0.3, -0.2, 0.1], [0.2, 0.0, 0.0], [0.4, -0.5, -0.2], [0.1, 0.1, 0.1], [-0.1, 0.0, 0.2]], "mulliken_charge": [0.49, -0.35, -0.27, 0.24, 0.20, 0.26, 0.32, 0.31, -0.38, -0.60, -0.23]}

[2]
{"formula": "C26H36As2FeN2O3S", "method": "ωB97M-V/def2-TZVPD", "e_lumo_ev": [0.4, 0.4], "multiplicity": 5, "homo_energy_ev": [-6.6, -6.6], "relative_energy_kcal_mol": 0.0, "energy_ha": -7481.01198, "symbols": ["Fe", "C", "C", "O", "C", "C", "C", "N", "N", "C", "O", "C", "C", "C", "C", "C", "C", "H", "H", "H", "H", "H", "H", "H", "H", "H", "H", "H", "H", "C", "As", "C", "C", "C", "C", "C", "C", "C", "As", "C", "C", "H", "H", "H", "H", "H", "H", "H", "H", "H", "H", "H", "H", "H", "H", "H", "H", "O", "S", "C", "C", "C", "C", "H", "H", "H", "H", "H", "H", "H", "H"], "positions_angstrom": [[-0.757, 0.064, -1.326], [-3.583, 0.648, -4.468], [-2.279, 0.880, -3.741], [-1.970, -0.025, -2.875], [-1.533, 1.996, -4.022], [-0.314, 2.359, -3.364], [0.383, 3.609, -3.831], [0.171, 1.653, -2.385], [1.365, 2.164, -1.846], [1.571, 1.693, -0.658], [0.809, 0.870, -0.014], [2.809, 2.148, 0.054], [3.848, 2.784, -0.620], [4.984, 3.187, 0.065], [5.094, 2.964, 1.433], [4.062, 2.333, 2.111], [2.926, 1.925, 1.423], [-4.389, 1.168, -3.945], [-3.814, -0.415, -4.474], [-3.549, 1.022, -5.491], [-1.890, 2.659, -4.797], [-0.142, 4.040, -4.680], [1.414, 3.388, -4.106], [0.433, 4.339, -3.022], [3.746, 2.954, -1.683], [5.788, 3.677, -0.469], [5.982, 3.282, 1.965], [4.140, 2.157, 3.177], [2.117, 1.419, 1.936], [-3.859, 1.331, 1.106], [-1.960, 1.150, 0.677], [-1.268, 2.649, 1.683], [-1.614, -0.359, 1.899], [-1.088, -0.142, 3.170], [-0.896, -1.196, 4.052], [-1.254, -2.482, 3.677], [-1.778, -2.706, 2.412], [-1.945, -1.663, 1.504], [-2.596, -1.993, -0.329], [-4.423, -2.508, 0.151], [-1.940, -3.801, -0.653], [-3.988, 1.310, 2.188], [-4.415, 0.510, 0.658], [-4.243, 2.269, 0.705], [-1.734, 2.711, 2.667], [-1.501, 3.553, 1.121], [-0.188, 2.558, 1.764], [-0.810, 0.857, 3.479], [-0.477, -1.009, 5.033], [-1.125, -3.308, 4.366], [-2.052, -3.717, 2.130], [-4.399, -3.244, 0.955], [-4.912, -2.938, -0.722], [-4.993, -1.640, 0.476], [-2.207, -4.492, 0.147], [-0.864, -3.765, -0.789], [-2.401, -4.145, -1.580], [0.388, -1.631, -0.728], [1.285, -1.624, 0.509], [1.681, -3.353, 0.805], [3.049, -3.261, 1.464], [3.898, -2.362, 0.548], [2.967, -1.309, -0.081], [1.723, -3.838, -0.173], [0.903, -3.805, 1.416], [3.495, -4.243, 1.619], [2.944, -2.794, 2.447], [4.358, -2.960, -0.238], [4.703, -1.886, 1.106], [2.887, -1.385, -1.166], [3.226, -0.284, 0.177]], "forces_ev_per_a": [[0.4, 0.3, -0.5], [0.0, 0.0, 0.0], [0.1, -0.1, -0.1], [-0.2, 0.0, 0.1], [0.1, 0.0, 0.1], [-0.1, -0.1, -0.2], [0.0, 0.0, 0.0], [0.2, 0.2, 0.1], [-0.2, -0.1, 0.0], [0.2, 0.1, 0.1], [-0.1, 0.0, 0.0], [-0.1, 0.1, -0.1], [0.0, 0.0, 0.0], [0.0, 0.0, 0.0], [0.0, 0.0, 0.0], [0.0, 0.0, 0.0], [0.0, 0.0, 0.0], [0.0, 0.0, 0.0], [0.0, 0.0, 0.0], [0.0, 0.0, 0.0], [0.0, 0.0, 0.0], [0.0, 0.0, 0.0], [0.0, 0.0, 0.0], [0.0, 0.0, 0.0], [0.0, 0.0, 0.0], [0.0, 0.0, 0.0], [0.0, 0.0, 0.0], [0.0, 0.0, 0.0], [0.0, 0.0, 0.0], [0.0, 0.1, 0.0], [-0.2, -0.3, 0.2], [0.0, 0.1, 0.0], [-0.1, 0.1, 0.0], [0.0, 0.0, 0.0], [0.0, 0.0, 0.0], [0.0, 0.0, 0.0], [0.1, 0.0, 0.0], [0.0, 0.0, 0.0], [0.1, 0.0, 0.2], [-0.1, 0.0, 0.0], [-0.1, -0.1, 0.0], [0.0, 0.0, 0.0], [0.0, 0.0, 0.0], [0.0, 0.0, 0.0], [0.0, 0.0, 0.0], [0.0, 0.0, 0.0], [0.0, 0.0, 0.0], [0.0, 0.0, 0.0], [0.0, 0.0, 0.0], [0.0, 0.0, 0.0], [0.0, 0.0, 0.0], [0.0, 0.0, 0.0], [0.0, 0.0, 0.0], [0.0, 0.0, 0.0], [0.0, 0.0, 0.0], [0.0, 0.0, 0.0], [0.0, 0.0, 0.0], [-0.2, -0.2, 0.0], [-0.1, 0.1, -0.1], [0.1, -0.1, -0.1], [0.0, 0.1, 0.0], [0.0, 0.0, 0.0], [0.1, 0.0, 0.1], [0.0, -0.1, 0.0], [0.0, 0.0, 0.0], [0.0, 0.0, 0.0], [0.0, 0.0, 0.0], [0.0, 0.0, 0.0], [0.0, 0.0, 0.0], [0.0, 0.0, 0.0], [0.0, -0.1, 0.0]], "mulliken_spin": [3.76, 0.01, -0.01, 0.07, 0.01, 0.00, 0.01, 0.07, -0.02, 0.00, -0.03, 0.01, 0.00, 0.00, 0.00, 0.00, 0.00, 0.00, 0.00, 0.00, 0.00, 0.00, 0.00, 0.00, 0.00, 0.00, 0.00, 0.00, 0.00, 0.01, 0.01, 0.01, 0.04, 0.00, 0.00, 0.00, 0.00, -0.02, 0.00, 0.01, 0.01, 0.00, 0.00, 0.00, 0.00, 0.00, 0.00, 0.00, 0.00, 0.00, 0.00, 0.00, 0.00, 0.00, 0.00, 0.00, 0.00, 0.05, 0.01, 0.00, 0.00, 0.00, 0.00, 0.00, 0.00, 0.00, 0.00, 0.00, 0.00, 0.00, 0.00]}

[3]
{"formula": "C4H4BrI", "method": "ωB97M-V/def2-TZVPD", "e_lumo_ev": 0.0, "multiplicity": 1, "homo_energy_ev": -8.4, "relative_energy_kcal_mol": 10.3, "smiles": "C=C/C(Br)=C/I", "energy_ha": -3026.46208, "symbols": ["C", "C", "C", "C", "Br", "I", "H", "H", "H", "H"], "positions_angstrom": [[-1.797, 0.745, -0.035], [-0.812, -0.141, 0.086], [1.530, -0.985, -0.027], [0.596, 0.146, 0.041], [1.226, 1.910, -0.001], [3.581, -0.722, -0.105], [-2.823, 0.431, 0.009], [-1.613, 1.794, -0.185], [-1.045, -1.190, 0.217], [1.157, -1.989, 0.000]], "forces_ev_per_a": [[0.1, -0.2, 0.1], [-0.6, 0.3, 0.0], [-2.7, 4.8, 0.4], [3.9, -4.4, -0.4], [-0.1, -0.1, 0.0], [-0.3, -0.2, 0.0], [-0.2, -0.1, 0.0], [0.1, 0.2, 0.0], [0.0, -0.1, 0.0], [-0.1, -0.3, 0.0]], "mulliken_charge": [-0.87, -0.01, -0.67, 0.47, -0.13, 0.10, 0.26, 0.22, 0.21, 0.41]}

[4]
{"formula": "C4H12N3O", "method": "ωB97M-V/def2-TZVPD", "e_lumo_ev": -3.6, "multiplicity": 1, "charge": 1, "homo_energy_ev": -12.8, "relative_energy_kcal_mol": 20.8, "smiles": "NCCNC(=O)C[NH3+]", "energy_ha": -398.88424, "symbols": ["N", "C", "C", "N", "C", "C", "N", "O", "H", "H", "H", "H", "H", "H", "H", "H", "H", "H", "H", "H"], "positions_angstrom": [[-0.332, 2.868, -0.965], [-0.378, 1.612, -0.182], [0.577, 0.645, -0.928], [1.155, -0.319, -0.212], [0.722, -0.889, 1.062], [-0.511, -1.768, 0.938], [-0.156, -3.111, 0.472], [0.767, 0.891, -2.106], [0.075, 2.600, -1.885], [0.225, 3.587, -0.549], [-1.272, 3.232, -1.133], [-1.359, 1.159, -0.095], [-0.146, 1.836, 0.858], [1.846, -0.821, -0.746], [0.516, -0.057, 1.736], [1.560, -1.445, 1.475], [-1.054, -1.861, 1.876], [-1.202, -1.271, 0.240], [-0.923, -3.742, 0.684], [-0.111, -3.145, -0.543]], "forces_ev_per_a": [[-1.4, -0.4, -0.7], [0.4, -0.5, 0.9], [-0.3, 0.3, 1.0], [0.2, -0.3, -0.6], [-0.2, 0.6, 0.4], [-0.2, -0.4, -0.7], [-0.4, 0.0, -0.2], [0.3, 0.2, -0.2], [0.2, -0.3, -0.1], [0.5, 0.5, 0.4], [0.1, 0.2, 0.0], [-0.4, 0.3, -0.6], [0.5, 0.0, -0.1], [0.0, -0.3, -0.1], [0.0, 0.0, 0.2], [0.0, 0.0, 0.0], [0.3, 0.1, 0.2], [-0.1, 0.1, 0.1], [0.2, -0.1, 0.2], [0.2, 0.1, 0.0]], "mulliken_charge": [-0.21, -0.79, 0.68, -0.14, -0.79, -0.29, -0.65, -0.67, 0.35, 0.35, 0.35, 0.32, 0.35, 0.28, 0.25, 0.45, 0.43, 0.24, 0.25, 0.23]}